(1)
The following is a DFT calculation (ωB97M-V/def2-TZVPD) of a molecular structure, C25H33AuBN4O4P.

Last column: natural (NBO) charge in e.
Element x y z (Å)
1 Au 1.0399 0.6494 0.2616  0.9382
2 C 3.3618 1.3509 4.5371  -0.2590
3 O 4.0131 1.2662 3.2406  -0.4621
4 C 3.2329 1.1454 2.2033  0.9113
5 O 2.0017 1.1454 2.2439  -0.7084
6 N 3.9458 1.0195 1.0512  -0.4708
7 N 3.2752 0.9249 -0.1794  -0.6567
8 H 4.1733 1.3719 5.2543  0.2282
9 H 2.7306 0.4775 4.6836  0.2052
10 H 2.7729 2.2623 4.5916  0.2091
11 H 4.9507 1.1162 1.0686  0.4301
12 H 3.5639 0.0708 -0.6494  0.4115
13 H 3.5142 1.7130 -0.7783  0.4094
14 N -1.8086 0.3456 1.4971  -0.9490
15 P -0.6389 -0.7468 1.0200  1.3077
16 C -1.5602 -2.0931 0.2754  -0.3505
17 C -1.4049 -2.5671 -1.0216  -0.2126
18 C -2.1844 -3.6318 -1.4524  -0.1851
19 C -3.1085 -4.2166 -0.6008  -0.1532
20 C -3.2529 -3.7517 0.7013  -0.1891
21 C -2.4734 -2.7009 1.1481  -0.2101
22 C 0.1644 -1.3830 2.4961  -0.4651
23 C -0.3207 -1.0799 3.7624  -0.1248
24 C 0.3145 -1.6101 4.8799  -0.2156
25 C 1.4237 -2.4266 4.7289  -0.1696
26 C 1.9097 -2.7265 3.4584  -0.1971
27 C 1.2826 -2.2067 2.3412  -0.1920
28 C -1.7527 1.7545 1.4086  0.3829
29 C -2.8241 2.4999 1.8899  -0.2711
30 C -2.7824 3.8719 1.7476  -0.1069
31 C -1.6870 4.4639 1.1280  -0.2639
32 C -0.6718 3.6446 0.6882  0.0837
33 N -0.6918 2.3132 0.8362  -0.5635
34 H -2.7370 -0.0200 1.6585  0.4358
35 H -0.6798 -2.1233 -1.6862  0.2428
36 H -2.0627 -4.0100 -2.4586  0.2341
37 H -3.7113 -5.0462 -0.9445  0.2419
38 H -3.9618 -4.2182 1.3716  0.2420
39 H -2.5611 -2.3731 2.1786  0.2188
40 H -1.1749 -0.4273 3.8851  0.2204
41 H -0.0652 -1.3846 5.8675  0.2397
42 H 1.9110 -2.8407 5.6016  0.2411
43 H 2.7676 -3.3756 3.3443  0.2386
44 H 1.6475 -2.4591 1.3507  0.2225
45 H -3.6669 2.0087 2.3581  0.2348
46 H -3.6000 4.4783 2.1135  0.2460
47 H -1.6249 5.5333 0.9919  0.2491
48 H 0.1976 4.0515 0.1883  0.2067
49 C -0.0952 -1.2536 -4.7061  -0.6409
50 C 0.4832 -0.1363 -3.8687  0.2641
51 C 1.8567 0.2721 -4.3690  -0.6423
52 O 0.6881 -0.6491 -2.4834  -0.7780
53 B 0.4347 0.4034 -1.6908  0.9540
54 O -0.0744 1.5074 -2.2597  -0.7645
55 C -0.4751 1.0717 -3.6247  0.2566
56 C -1.9355 0.6692 -3.5161  -0.6427
57 C -0.2908 2.2344 -4.5712  -0.6363
58 H 0.6342 -2.0566 -4.8049  0.2372
59 H -0.3253 -0.8848 -5.7067  0.2405
60 H -1.0073 -1.6565 -4.2702  0.2236
61 H 2.5265 -0.5853 -4.3155  0.2343
62 H 2.2715 1.0901 -3.7763  0.2038
63 H 1.8073 0.5986 -5.4071  0.2450
64 H -2.0709 -0.1807 -2.8433  0.2111
65 H -2.3359 0.4014 -4.4934  0.2404
66 H -2.5077 1.5133 -3.1336  0.2375
67 H 0.7201 2.6335 -4.5301  0.2262
68 H -0.9905 3.0290 -4.3163  0.2382
69 H -0.5003 1.9185 -5.5943  0.2369

Summary:
**E_HOMO**: -0.5241 hartree
**LUMO energy**: -6.5 eV
**Orbital gap**: 7.73 eV
**Energy above the lowest of the compared OMol25 structures with the same formula, charge and spin**: 111.18 kJ/mol
**Charge**: +2
**F_max**: 0.72 eV/A



(2)
The following is a DFT calculation (ωB97M-V/def2-TZVPD) of a molecular structure, C36H32F6NOPdSb.

Last column: Löwdin charge in e.
Element x y z (Å)
1 Pd 1.1263 0.4033 2.3216  0.7346
2 C -2.1072 -1.9099 3.7798  -0.0532
3 C -1.5335 -2.5918 4.8274  -0.0684
4 C -0.2391 -2.3109 5.2032  -0.0337
5 C 0.4985 -1.4636 4.4476  -0.2066
6 N -0.0770 -0.8182 3.3942  -0.0295
7 C -1.3458 -0.9812 3.0960  -0.1275
8 C 1.8991 -1.0613 4.7002  -0.2178
9 C 2.6270 -1.6682 5.7424  -0.0480
10 C 3.9849 -1.3108 5.8405  -0.1182
11 C 4.5388 -0.5159 4.8301  -0.1195
12 C 3.7767 0.0121 3.8159  -0.1237
13 C 2.3964 -0.1473 3.7973  -0.1822
14 H -3.1180 -2.0187 3.4722  0.0979
15 H -2.1674 -3.2982 5.3676  0.1064
16 H 0.1650 -2.8137 6.0446  0.0907
17 H -1.7605 -0.3624 2.3467  0.0801
18 H 2.1683 -2.3219 6.5115  0.0976
19 H 4.6036 -1.6378 6.6785  0.0832
20 H 5.6032 -0.2578 4.9192  0.0945
21 H 4.2428 0.6818 3.1094  0.0824
22 C 3.8534 3.3424 0.7474  0.0111
23 C 2.5349 2.8763 1.3821  -0.4904
24 O 2.4895 1.5121 1.3218  -0.3181
25 C 1.3721 3.5471 0.6210  -0.6427
26 F 0.1611 3.1597 0.9777  0.0887
27 F 1.5203 3.3061 -0.6640  0.1446
28 F 1.4429 4.8866 0.8268  0.1225
29 C 2.4416 3.4913 2.7949  -0.5606
30 F 1.1865 3.4998 3.2944  0.1247
31 F 3.2049 2.8480 3.6753  0.1468
32 F 2.8211 4.7951 2.8338  0.1092
33 H 3.9615 2.9031 -0.2687  0.1089
34 H 4.6609 3.0134 1.4023  0.0893
35 H 3.8948 4.4228 0.6797  0.0784
36 C -1.6315 2.0241 -5.1439  -0.1225
37 C -3.1255 1.7620 -5.3088  -0.3960
38 C -3.9230 2.7152 -5.9848  -0.1267
39 C -5.2515 2.4215 -6.1945  -0.1829
40 C -5.7419 1.1397 -5.8586  -0.1818
41 C -4.9117 0.2456 -5.2258  -0.2349
42 C -3.5680 0.5045 -4.9180  -0.1244
43 Sb 0.0227 0.2481 -0.1886  1.3117
44 C 1.5927 -0.9445 -1.0269  -0.3897
45 C 2.8159 -1.1085 -0.3313  -0.1286
46 C 3.9279 -1.6469 -0.9846  -0.1224
47 C 3.8470 -2.0397 -2.2954  -0.1358
48 C 2.6637 -1.8888 -2.9954  -0.0692
49 C 1.5117 -1.3717 -2.3590  -0.3127
50 C 0.2756 -1.2803 -3.2040  -0.0799
51 C -1.5007 -1.2515 -0.1981  -0.4391
52 C -1.1618 -2.5627 0.1581  -0.1545
53 C -2.1235 -3.5558 0.1965  -0.1338
54 C -3.4439 -3.2445 -0.0191  -0.1246
55 C -3.7855 -1.9667 -0.4579  -0.0552
56 C -2.8263 -0.9617 -0.4989  -0.3587
57 C -3.1836 0.3260 -1.0697  -0.1170
58 H -1.3628 3.0467 -5.5711  0.0633
59 H -1.1405 1.1899 -5.7104  0.0635
60 H -1.2937 1.9346 -4.1074  0.0410
61 H -3.5456 3.7530 -6.2324  0.0919
62 H -5.9852 3.1100 -6.5882  0.0615
63 H -6.7930 0.8790 -6.1100  0.0720
64 H -5.2223 -0.7945 -5.0804  0.0446
65 H 2.9186 -0.8300 0.6937  0.0477
66 H 4.8683 -1.6921 -0.4671  0.0836
67 H 4.7428 -2.3645 -2.7750  0.0769
68 H 2.6108 -2.2018 -4.0235  0.0894
69 H 0.4186 -1.7289 -4.1862  0.0659
70 H -0.0289 -0.2518 -3.4001  0.0573
71 H -0.5899 -1.7805 -2.7207  0.0793
72 H -0.1146 -2.8329 0.3855  0.1027
73 H -1.8773 -4.6126 0.3706  0.0943
74 H -4.2424 -3.9648 0.0670  0.0823
75 H -4.8176 -1.7302 -0.7283  0.1054
76 H -3.1434 1.1570 -0.3806  0.0636
77 H -4.2076 0.3294 -1.4986  0.0837
78 H -2.5008 0.6101 -1.8984  0.0572

Summary:
**E_HOMO**: -0.0192 hartree
**LUMO energy**: 4.0 eV
**Orbital gap**: 4.57 eV
**Charge**: -2
**F_max**: 2.45 eV/A



(3)
The following is a DFT calculation (ωB97M-V/def2-TZVPD) of 2 unconnected molecules or ions with the total composition C10H16.

Last column: natural (NBO) charge in e.
Element x y z (Å)
1 C -2.3528 -0.8885 -1.7302  -0.6335
2 C -1.2378 -0.9623 -0.6595  0.0020
3 C 0.0862 -0.8567 -1.0207  -0.2278
4 C 1.0680 -1.2405 -0.0936  -0.2106
5 C 0.6973 -1.7296 1.1579  -0.2268
6 C -0.6530 -1.7628 1.5420  -0.2029
7 C -1.6139 -1.4084 0.6136  -0.2184
8 H -3.2372 -0.3683 -1.4062  0.2140
9 H -2.6773 -1.8577 -2.1247  0.2203
10 H -1.8922 -0.2952 -2.5249  0.2096
11 H 0.3203 -0.6889 -2.0934  0.2146
12 H 2.0327 -1.3241 -0.5480  0.2175
13 H 1.4966 -2.0266 1.8342  0.2162
14 H -0.9978 -1.9733 2.5355  0.2167
15 H -2.6854 -1.3645 0.7567  0.2103
16 C 0.9384 2.5773 -1.0808  -0.6133
17 C 1.6783 1.9970 0.1347  -0.3946
18 C 1.0581 2.6535 1.4398  -0.6096
19 H -0.0068 2.0887 -1.2779  0.2039
20 H 1.6115 2.4018 -1.9071  0.2005
21 H 0.7838 3.6578 -1.0269  0.2017
22 H 1.6325 0.8907 0.1179  0.2190
23 H 2.7153 2.3701 0.1424  0.1875
24 H 1.1607 3.7171 1.5012  0.2029
25 H 0.0117 2.3119 1.5520  0.2007
26 H 1.6175 2.1911 2.2669  0.1999

Summary:
**E_HOMO**: -0.3338 hartree
**SMILES**: Cc1ccccc1.CCC
**LUMO energy**: 1.0 eV
**Orbital gap**: 10.09 eV
**Energy above the lowest of the compared OMol25 structures with the same formula, charge and spin**: 85.85 kJ/mol
**F_max**: 3.06 eV/A



(4)
The following is a DFT calculation (ωB97M-V/def2-TZVPD) of C3H5N3OS in the gas phase.

Last column: natural (NBO) charge in e.
Element x y z (Å)
1 O 3.4677 -0.5234 0.0032  -0.5555
2 C 2.4345 -1.1378 -0.0081  0.5261
3 N 1.1592 -0.6022 0.0022  -0.4811
4 N 1.0173 0.7261 -0.0022  -0.2048
5 C -0.0858 1.3587 -0.0005  0.1775
6 N -1.4670 1.0099 0.0011  -0.5895
7 C -2.2161 -0.1110 0.0037  -0.0578
8 S -1.8184 -1.7088 -0.0022  -0.1112
9 H 2.3970 -2.2262 0.0016  0.1118
10 H 0.3670 -1.2238 0.0184  0.3873
11 H 0.0331 2.4510 -0.0059  0.1908
12 H -2.0187 1.8517 -0.0175  0.4059
13 H -3.2698 0.1359 0.0063  0.2006

Summary:
**E_HOMO**: -0.3281 hartree
**SMILES**: O=CN/N=C\NC=S
**LUMO energy**: -0.4 eV
**Orbital gap**: 8.48 eV
**Energy above the lowest of the compared OMol25 structures with the same formula, charge and spin**: 196.07 kJ/mol
**F_max**: 0.91 eV/A



(5)
The following is a DFT calculation (ωB97M-V/def2-TZVPD) of C5H5NO in the gas phase.

Last column: natural (NBO) charge in e.
Element x y z (Å)
1 O 0.7658 0.7274 1.1379  -0.4664
2 C 0.6009 1.0649 -0.1744  0.3100
3 C 1.7845 0.0760 0.3829  0.1407
4 C 2.6560 -0.7692 0.2142  -0.2341
5 C -0.7554 0.7371 -0.6592  -0.2283
6 C -1.3670 -0.5807 -0.2760  -0.2162
7 N -1.8637 0.6398 0.3037  -0.5469
8 H 3.4430 -1.4976 0.1333  0.2458
9 H -1.0060 1.1604 -1.6249  0.2208
10 H -0.7627 -1.2548 0.3299  0.2050
11 H -2.0175 -1.0536 -1.0099  0.2077
12 H -1.4779 0.7503 1.2426  0.3620

Summary:
**E_HOMO (alpha / beta)**: -0.3093 / -0.3142 hartree
**LUMO energy (alpha / beta)**: -0.5 / -0.9 eV
**Orbital gap (alpha / beta)**: 7.91 / 7.66 eV
**Energy above the lowest of the compared OMol25 structures with the same formula, charge and spin**: 738.43 kJ/mol
**F_max**: 1.22 eV/A